Entry from the OMol25 dataset: a molecular structure, C4H6HgO2 (ωB97M-V/def2-TZVPD).

CARTESIAN COORDINATES (ANGSTROEM)
Hg1 -0.108 0.468 -1.687
O1 1.208 1.199 -0.627
O2 -2.593 0.966 -0.159
C1 -2.104 1.000 -1.307
C2 0.051 -1.481 0.383
C3 1.196 -0.852 0.696
C4 1.338 0.653 0.656
H1 0.512 1.092 1.250
H2 -0.893 -0.795 0.129
H3 -0.021 -2.568 0.473
H4 2.022 -1.412 1.153
H5 -2.909 0.785 -2.072
H6 2.301 0.945 1.113

Computed properties:
Multiplicity ... 1
Strongest force on any atom ... 6.48 eV/A
Total energy ... -12509.5132 eV
Energy relative to the best compared isomer or geometry (same formula, charge and spin) ... 0.0 kcal/mol

These are the Mulliken partial charges, in e, on atoms 1 to 8:
1. Hg 0.80
2. O -0.79
3. O -0.41
4. C -0.21
5. C -0.63
6. C -0.10
7. C -0.18
8. H 0.25